Formula: C15H30O5
Source: OMol25
Level of theory: ωB97M-V/def2-TZVPD

As for the largest force on an atom: 13.62 eV Å⁻¹. The calculation puts the energy above the lowest of the compared OMol25 structures with the same formula, charge and spin at 1847.3 kJ/mol. For the gap between HOMO and LUMO, the calculation gives 0.28048 Eh. Its LUMO energy is 0.3 eV. The calculation puts the HOMO energy at -7.3727 eV.

Element x y z (Å)
1 C 1.418 -15.386 2.032
2 C 0.786 -15.791 0.681
3 O 1.323 -16.585 -0.057
4 C -0.534 -15.173 0.406
5 H 1.136 -16.012 2.879
6 H 1.091 -14.406 2.381
7 H 2.505 -15.467 2.032
8 H -0.838 -15.452 -0.603
9 H -0.394 -14.098 0.524
10 H -1.273 -15.635 1.060
11 C 1.084 -13.450 -0.633
12 C 2.497 -13.210 -1.257
13 O 2.628 -12.210 -1.927
14 C 3.647 -14.095 -0.726
15 H 0.986 -14.284 0.063
16 H 0.333 -13.442 -1.422
17 H 0.946 -12.602 0.037
18 H 4.463 -13.388 -0.579
19 H 3.924 -14.998 -1.270
20 H 3.407 -14.481 0.265
21 C 5.643 -16.061 2.958
22 C 4.290 -15.864 2.535
23 O 3.365 -15.868 3.317
24 C 3.982 -15.505 1.115
25 H 5.979 -15.115 3.382
26 H 6.260 -16.539 2.197
27 H 5.480 -16.642 3.866
28 H 4.945 -15.448 0.607
29 H 3.474 -14.546 1.018
30 H 3.633 -16.433 0.660
31 C -1.416 -17.788 -0.899
32 C -1.969 -17.495 0.470
33 O -1.535 -18.068 1.451
34 C -3.158 -16.574 0.597
35 H -0.474 -18.334 -0.930
36 H -1.264 -16.818 -1.373
37 H -2.091 -18.171 -1.664
38 H -3.360 -16.461 1.662
39 H -3.942 -17.173 0.133
40 H -2.914 -15.571 0.249
41 C 3.045 -18.379 -0.702
42 C 1.706 -18.976 -1.078
43 O 1.496 -20.154 -1.223
44 C 0.512 -18.095 -1.352
45 H 3.002 -17.548 0.003
46 H 3.611 -18.010 -1.557
47 H 3.678 -19.158 -0.278
48 H 0.127 -17.509 -0.517
49 H -0.238 -18.720 -1.837
50 H 0.840 -17.356 -2.083

Formula: C5H10BNS
Source: OMol25
Level of theory: ωB97M-V/def2-TZVPD

As for the largest force on an atom: 5.58 eV Å⁻¹. The calculation puts the energy above the lowest of the compared OMol25 structures with the same formula, charge and spin at 168.4 kJ/mol. For the gap between HOMO and LUMO, the calculation gives 0.30701 Eh. Its SMILES is [H]/N=C(/C)SCC(B)=C. Its LUMO energy is -0.4 eV. The calculation puts the HOMO energy at -8.7463 eV.

Element x y z (Å)
1 H 1.691 -1.488 -0.106
2 N 1.399 -1.734 0.945
3 C 0.544 -1.203 1.673
4 C 0.372 -1.588 3.085
5 S -0.670 0.079 1.014
6 C 0.370 0.939 -0.371
7 C -0.579 1.032 -1.606
8 B -0.511 -0.032 -2.736
9 C -1.245 2.155 -1.668
10 H 0.684 -0.866 3.834
11 H 0.765 -2.611 3.005
12 H -0.723 -1.846 3.225
13 H 0.461 1.920 0.082
14 H 1.226 0.406 -0.412
15 H 0.351 -0.747 -2.748
16 H -1.079 0.340 -3.649
17 H -1.318 2.891 -0.996
18 H -1.738 2.353 -2.571

Formula: C4H8Cl4
Source: OMol25
Level of theory: ωB97M-V/def2-TZVPD

As for the largest force on an atom: 11.69 eV Å⁻¹. The calculation puts the energy above the lowest of the compared OMol25 structures with the same formula, charge and spin at 434.8 kJ/mol. For the gap between HOMO and LUMO, the calculation gives 0.34986 Eh. Its LUMO energy is 0.6 eV. The calculation puts the HOMO energy at -8.9035 eV.

Element x y z (Å)
1 Cl -1.933 0.911 -1.847
2 C -1.523 -0.583 -0.951
3 C -2.199 -0.605 0.369
4 Cl -3.851 -1.322 0.124
5 H -0.435 -0.586 -0.894
6 H -1.707 -1.479 -1.545
7 H -2.298 0.375 0.837
8 H -1.684 -1.194 1.128
9 Cl 0.099 0.895 -0.683
10 C 1.346 0.018 0.381
11 C 2.598 0.906 0.595
12 Cl 3.340 1.579 -0.907
13 H 1.602 -0.849 -0.228
14 H 0.836 -0.179 1.324
15 H 3.484 0.418 1.001
16 H 2.325 1.696 1.295

Formula: C15H18AsBaN3O2S5
Source: OMol25
Level of theory: ωB97M-V/def2-TZVPD

As for the largest force on an atom: 0.39 eV Å⁻¹. The calculation puts the energy above the lowest of the compared OMol25 structures with the same formula, charge and spin at 43.1 kJ/mol. The charge is -2. For the gap between HOMO and LUMO, the calculation gives 0.19450 Eh. Its LUMO energy is 4.1 eV. The calculation puts the HOMO energy at -1.1782 eV.

Element x y z (Å)
1 Ba -1.658 0.697 -0.887
2 O -2.001 1.377 -5.464
3 C -1.511 1.029 -4.388
4 O -1.475 1.674 -3.296
5 C -0.886 -0.378 -4.348
6 C -0.608 -1.051 -5.563
7 C -0.096 -2.310 -5.518
8 C 0.108 -2.941 -4.266
9 C 0.578 -4.269 -4.133
10 C 0.695 -4.839 -2.896
11 C 0.350 -4.107 -1.736
12 C -0.085 -2.818 -1.834
13 C -0.214 -2.205 -3.105
14 N -0.677 -0.919 -3.175
15 H -0.827 -0.533 -6.485
16 H 0.139 -2.856 -6.426
17 H 0.826 -4.827 -5.030
18 H 1.042 -5.861 -2.804
19 H 0.400 -4.551 -0.749
20 H -0.338 -2.275 -0.929
21 S -0.983 -3.728 1.802
22 As -1.589 -1.697 1.914
23 S 0.157 -0.478 1.223
24 S -3.315 -1.356 0.591
25 S -2.151 -1.023 3.873
26 C 2.542 3.973 2.715
27 C 1.462 3.134 2.054
28 N 0.125 3.695 2.273
29 C -0.957 2.840 2.414
30 S -2.293 3.053 1.370
31 N -0.920 1.931 3.359
32 C -0.004 1.885 4.492
33 C 0.930 0.679 4.516
34 H 3.527 3.540 2.531
35 H 2.382 4.027 3.793
36 H 2.540 4.993 2.323
37 H 1.473 2.111 2.419
38 H 1.651 3.060 0.977
39 H -0.116 4.391 1.582
40 H -1.593 1.142 3.329
41 H -0.636 1.848 5.384
42 H 0.546 2.826 4.520
43 H 0.342 -0.239 4.529
44 H 1.553 0.731 5.414
45 H 1.568 0.626 3.636

What did the first record say?
Formula: C15H30O5
Source: OMol25
Level of theory: ωB97M-V/def2-TZVPD

As for the largest force on an atom: 13.62 eV Å⁻¹. The calculation puts the energy above the lowest of the compared OMol25 structures with the same formula, charge and spin at 1847.3 kJ/mol. For the gap between HOMO and LUMO, the calculation gives 0.28048 Eh. Its LUMO energy is 0.3 eV. The calculation puts the HOMO energy at -7.3727 eV.

Element x y z (Å)
1 C 1.418 -15.386 2.032
2 C 0.786 -15.791 0.681
3 O 1.323 -16.585 -0.057
4 C -0.534 -15.173 0.406
5 H 1.136 -16.012 2.879
6 H 1.091 -14.406 2.381
7 H 2.505 -15.467 2.032
8 H -0.838 -15.452 -0.603
9 H -0.394 -14.098 0.524
10 H -1.273 -15.635 1.060
11 C 1.084 -13.450 -0.633
12 C 2.497 -13.210 -1.257
13 O 2.628 -12.210 -1.927
14 C 3.647 -14.095 -0.726
15 H 0.986 -14.284 0.063
16 H 0.333 -13.442 -1.422
17 H 0.946 -12.602 0.037
18 H 4.463 -13.388 -0.579
19 H 3.924 -14.998 -1.270
20 H 3.407 -14.481 0.265
21 C 5.643 -16.061 2.958
22 C 4.290 -15.864 2.535
23 O 3.365 -15.868 3.317
24 C 3.982 -15.505 1.115
25 H 5.979 -15.115 3.382
26 H 6.260 -16.539 2.197
27 H 5.480 -16.642 3.866
28 H 4.945 -15.448 0.607
29 H 3.474 -14.546 1.018
30 H 3.633 -16.433 0.660
31 C -1.416 -17.788 -0.899
32 C -1.969 -17.495 0.470
33 O -1.535 -18.068 1.451
34 C -3.158 -16.574 0.597
35 H -0.474 -18.334 -0.930
36 H -1.264 -16.818 -1.373
37 H -2.091 -18.171 -1.664
38 H -3.360 -16.461 1.662
39 H -3.942 -17.173 0.133
40 H -2.914 -15.571 0.249
41 C 3.045 -18.379 -0.702
42 C 1.706 -18.976 -1.078
43 O 1.496 -20.154 -1.223
44 C 0.512 -18.095 -1.352
45 H 3.002 -17.548 0.003
46 H 3.611 -18.010 -1.557
47 H 3.678 -19.158 -0.278
48 H 0.127 -17.509 -0.517
49 H -0.238 -18.720 -1.837
50 H 0.840 -17.356 -2.083

Please write out number 3 again, unchanged.
Formula: C4H8Cl4
Source: OMol25
Level of theory: ωB97M-V/def2-TZVPD

As for the largest force on an atom: 11.69 eV Å⁻¹. The calculation puts the energy above the lowest of the compared OMol25 structures with the same formula, charge and spin at 434.8 kJ/mol. For the gap between HOMO and LUMO, the calculation gives 0.34986 Eh. Its LUMO energy is 0.6 eV. The calculation puts the HOMO energy at -8.9035 eV.

Element x y z (Å)
1 Cl -1.933 0.911 -1.847
2 C -1.523 -0.583 -0.951
3 C -2.199 -0.605 0.369
4 Cl -3.851 -1.322 0.124
5 H -0.435 -0.586 -0.894
6 H -1.707 -1.479 -1.545
7 H -2.298 0.375 0.837
8 H -1.684 -1.194 1.128
9 Cl 0.099 0.895 -0.683
10 C 1.346 0.018 0.381
11 C 2.598 0.906 0.595
12 Cl 3.340 1.579 -0.907
13 H 1.602 -0.849 -0.228
14 H 0.836 -0.179 1.324
15 H 3.484 0.418 1.001
16 H 2.325 1.696 1.295